{
  "formula": "C32H52N4O18P",
  "method": "ωB97M-V/def2-TZVPD",
  "gap_ev": 6.2,
  "total_charge": 1,
  "homo_ev": -11.12,
  "symbols": ["N", "P", "C", "N", "N", "C", "C", "C", "C", "C", "C", "C", "N", "H", "H", "H", "H", "H", "H", "H", "H", "H", "H", "H", "H", "H", "H", "H", "H", "C", "C", "C", "O", "C", "O", "O", "H", "H", "H", "H", "H", "H", "C", "C", "C", "O", "C", "O", "O", "H", "H", "H", "H", "H", "H", "C", "C", "C", "O", "C", "O", "O", "H", "H", "H", "H", "H", "H", "C", "C", "C", "O", "C", "O", "O", "H", "H", "H", "H", "H", "H", "C", "C", "C", "O", "C", "O", "O", "H", "H", "H", "H", "H", "H", "C", "C", "C", "O", "C", "O", "O", "H", "H", "H", "H", "H", "H"],
  "xyz": [[4.05180, 2.37247, 1.91093], [4.87846, 2.61125, 0.60397], [4.50753, 4.33166, 0.04205], [5.47844, 5.19765, 0.20725], [5.21167, 6.44099, -0.12748], [4.06139, 6.89614, -0.59900], [3.01347, 6.00599, -0.76429], [3.21258, 4.66857, -0.45682], [2.09432, 3.68256, -0.61381], [0.90921, 4.14368, 0.26861], [-0.15985, 3.05688, 0.43102], [-1.07081, 3.47605, 1.61451], [-1.93121, 4.61362, 1.23688], [4.64580, 2.15434, 2.70098], [6.26196, 2.48130, 0.83167], [4.55652, 1.76211, -0.47247], [5.96991, 7.10246, 0.00327], [3.98476, 7.94665, -0.84010], [2.06117, 6.36222, -1.12980], [2.41805, 2.70394, -0.26066], [1.75577, 3.59107, -1.64838], [0.46006, 5.06721, -0.09763], [1.31894, 4.35069, 1.26355], [-0.82049, 3.01834, -0.43836], [0.30499, 2.08298, 0.58746], [-1.72275, 2.66805, 1.94132], [-0.47346, 3.82430, 2.45762], [-2.22917, 4.54863, 0.27276], [-1.47344, 5.49875, 1.39387], [-3.11685, 0.52357, 6.04710], [-2.93730, 0.52158, 4.54640], [-3.25378, -0.79100, 3.87012], [-2.36785, -0.77562, 2.73258], [-1.31436, 0.00272, 3.05095], [-0.30638, 0.07662, 2.41556], [-1.54531, 0.69155, 4.18606], [-2.23323, 0.12680, 6.53622], [-3.25952, 1.54132, 6.41229], [-3.98768, -0.05923, 6.34876], [-3.49768, 1.34162, 4.08896], [-4.28945, -0.85504, 3.54255], [-3.01462, -1.64897, 4.48712], [3.23599, 1.41315, 7.11773], [2.06858, 0.45986, 7.26351], [0.97150, 0.64637, 6.23921], [-0.19342, 0.22655, 6.95891], [0.04667, 0.41669, 8.28288], [-0.78074, 0.36068, 9.13009], [1.35787, 0.69090, 8.49259], [3.02035, 2.36119, 7.60932], [4.13203, 1.00282, 7.58268], [3.45947, 1.59532, 6.06558], [2.41805, -0.57542, 7.27358], [1.10945, 0.03067, 5.35348], [0.84119, 1.68749, 5.93437], [-3.78807, -7.08360, 3.51815], [-3.69299, -5.57982, 3.66534], [-2.44904, -4.96179, 3.06724], [-2.23716, -3.81437, 3.90144], [-2.79845, -4.08404, 5.11019], [-2.63819, -3.42084, 6.08252], [-3.56232, -5.19630, 5.04717], [-3.23139, -7.58239, 4.31052], [-4.82312, -7.41481, 3.59038], [-3.40308, -7.40624, 2.55037], [-4.59242, -5.09914, 3.27263], [-2.58456, -4.65337, 2.03317], [-1.57560, -5.61412, 3.13902], [3.34945, 0.42624, -3.81511], [1.92970, 0.42995, -4.33108], [1.75776, 0.99894, -5.71852], [0.43552, 1.56198, -5.65412], [0.17843, 1.86907, -4.36488], [-0.73487, 2.52822, -3.98647], [1.11760, 1.32517, -3.54418], [3.57309, 1.40156, -3.38035], [3.46651, -0.31806, -3.02648], [4.07392, 0.19774, -4.59596], [1.48768, -0.56756, -4.26578], [1.81538, 0.23711, -6.48975], [2.46769, 1.79919, -5.94309], [-2.68308, -2.79180, -7.55047], [-1.76058, -1.59812, -7.65961], [-1.71430, -0.93799, -9.01847], [-0.37680, -0.41537, -9.05935], [0.38575, -1.17138, -8.24628], [1.57684, -1.12266, -8.19793], [-0.37816, -1.98854, -7.48829], [-2.18998, -3.70054, -7.89460], [-2.96699, -2.94982, -6.51133], [-3.59706, -2.64236, -8.12496], [-1.99339, -0.86440, -6.88360], [-2.43649, -0.13257, -9.12328], [-1.83989, -1.64675, -9.83969], [0.69076, -4.19627, -2.98976], [-0.47606, -3.83046, -3.88306], [-1.63587, -3.16801, -3.17007], [-2.75723, -3.57731, -3.96028], [-2.43127, -4.75098, -4.56385], [-3.19829, -5.44903, -5.13770], [-1.10682, -5.00406, -4.42497], [0.51787, -5.15691, -2.50632], [1.60874, -4.28617, -3.57011], [0.85174, -3.43393, -2.22590], [-0.13771, -3.21958, -4.72528], [-1.56147, -2.08253, -3.15551], [-1.77032, -3.53395, -2.14921]],
  "forces_ev_per_a": [[0.09, 0.12, -0.55], [-0.40, -0.53, 1.92], [0.00, -0.56, -0.60], [-0.01, 0.05, -0.15], [0.13, 0.58, 0.07], [-0.54, -0.36, -0.07], [0.17, 0.02, 0.01], [-0.04, 0.19, -0.33], [-0.04, 0.23, 0.45], [0.20, -0.60, 0.21], [-0.32, 0.57, 0.72], [-0.21, 0.50, -0.76], [0.07, -0.22, 0.35], [-0.19, -0.05, 0.13], [0.06, 0.39, -0.78], [0.17, 0.37, -0.29], [0.17, -0.23, 0.09], [0.16, 0.03, 0.07], [0.02, 0.00, -0.07], [-0.13, -0.06, -0.08], [0.22, 0.06, -0.10], [0.08, 0.01, -0.14], [-0.03, 0.04, -0.01], [0.27, -0.23, -0.22], [-0.08, -0.03, 0.10], [0.21, -0.18, -0.01], [0.02, -0.36, 0.14], [-0.06, 0.09, 0.00], [-0.04, 0.07, -0.13], [-0.01, 0.34, 0.10], [-0.22, -0.08, 0.43], [-0.18, 0.09, -0.17], [0.02, 0.02, 0.07], [-0.06, 0.00, 0.12], [0.09, 0.03, -0.13], [-0.02, 0.06, -0.22], [-0.19, -0.20, -0.08], [0.01, -0.02, 0.02], [-0.01, -0.04, -0.12], [0.07, -0.03, -0.12], [0.08, 0.01, -0.18], [0.12, 0.03, 0.17], [0.19, -0.09, 0.26], [0.21, 0.26, -0.10], [-0.08, -0.18, -0.17], [0.43, 0.09, 0.13], [0.00, 0.02, 0.08], [-0.03, -0.01, -0.01], [-0.07, -0.12, -0.07], [-0.13, 0.04, -0.12], [-0.01, 0.03, 0.01], [-0.06, -0.02, -0.02], [-0.08, -0.03, -0.02], [-0.15, -0.03, 0.01], [0.07, 0.03, 0.06], [-0.27, -0.05, 0.17], [0.06, -0.38, -0.11], [0.06, 0.15, -0.18], [-0.05, -0.27, 0.05], [-0.02, -0.12, 0.09], [-0.01, 0.10, -0.02], [0.03, 0.17, -0.06], [0.16, 0.06, -0.07], [0.02, -0.01, 0.02], [0.02, 0.04, -0.01], [0.04, 0.08, 0.00], [0.03, 0.14, 0.05], [-0.05, -0.07, 0.06], [0.00, -0.16, 0.43], [0.35, 0.05, 0.01], [-0.03, -0.09, -0.14], [0.07, -0.01, 0.13], [-0.02, -0.01, -0.01], [-0.01, 0.05, 0.06], [-0.15, -0.02, -0.11], [0.08, 0.06, -0.18], [0.04, 0.04, 0.00], [-0.08, 0.02, -0.08], [-0.06, 0.03, -0.04], [-0.11, 0.08, -0.09], [0.01, 0.01, 0.10], [0.12, -0.10, 0.36], [-0.34, -0.28, -0.09], [-0.04, 0.12, -0.04], [-0.01, -0.11, -0.03], [-0.03, -0.05, -0.08], [-0.01, 0.03, 0.11], [0.06, 0.20, 0.07], [0.00, 0.07, -0.17], [-0.08, -0.05, -0.05], [0.02, 0.06, -0.02], [0.08, 0.08, -0.04], [0.13, 0.10, -0.01], [0.02, -0.07, 0.06], [0.20, -0.12, -0.22], [0.24, -0.02, 0.27], [-0.06, 0.13, -0.04], [0.08, -0.02, 0.07], [0.06, -0.12, -0.07], [-0.04, 0.04, -0.02], [-0.10, 0.15, -0.03], [-0.13, 0.07, 0.10], [-0.01, -0.04, 0.01], [-0.06, 0.02, 0.00], [-0.09, 0.02, -0.03], [-0.13, 0.00, -0.06], [0.07, -0.05, -0.01]],
  "lowdin_charge": [-0.275, 0.760, -0.286, 0.110, 0.055, 0.023, 0.053, -0.141, -0.138, -0.190, -0.171, -0.258, -0.006, -0.026, 0.020, 0.005, 0.188, 0.153, 0.140, 0.082, 0.137, 0.105, 0.122, 0.115, 0.106, 0.095, 0.112, 0.063, 0.054, 0.000, -0.294, -0.075, 0.068, -0.583, 0.132, 0.069, 0.068, 0.091, 0.098, 0.154, 0.145, 0.100, -0.019, -0.318, -0.094, 0.024, -0.552, 0.178, 0.087, 0.093, 0.083, 0.080, 0.158, 0.138, 0.142, -0.016, -0.318, -0.088, 0.043, -0.567, 0.168, 0.093, 0.096, 0.085, 0.089, 0.158, 0.139, 0.141, -0.017, -0.317, -0.073, 0.074, -0.569, 0.158, 0.058, 0.078, 0.083, 0.094, 0.153, 0.111, 0.146, 0.000, -0.311, -0.080, 0.076, -0.574, 0.139, 0.076, 0.104, 0.067, 0.097, 0.157, 0.142, 0.143, -0.017, -0.325, -0.092, 0.050, -0.577, 0.173, 0.087, 0.094, 0.084, 0.085, 0.146, 0.136, 0.139]
}

{
  "formula": "C32H52NO14",
  "method": "ωB97M-V/def2-TZVPD",
  "gap_ev": 6.3,
  "total_charge": 1,
  "homo_ev": -10.66,
  "symbols": ["C", "N", "C", "C", "C", "C", "O", "H", "H", "H", "H", "H", "H", "H", "H", "H", "H", "H", "H", "H", "H", "C", "C", "C", "O", "C", "C", "C", "O", "O", "O", "H", "H", "H", "H", "C", "C", "C", "O", "C", "C", "C", "O", "O", "O", "H", "H", "H", "H", "C", "C", "O", "C", "H", "H", "H", "H", "H", "H", "C", "C", "O", "C", "H", "H", "H", "H", "H", "H", "C", "C", "O", "C", "H", "H", "H", "H", "H", "H", "C", "C", "O", "C", "H", "H", "H", "H", "H", "H", "C", "C", "O", "C", "H", "H", "H", "H", "H", "H"],
  "xyz": [[0.68405, -2.06883, -0.39674], [-0.01195, -1.75983, -1.63974], [0.75205, -0.84283, -2.50274], [-0.14695, -3.01283, -2.37274], [-1.39495, -1.19183, -1.32874], [-2.39795, -0.75783, -2.54474], [-3.49495, -0.20983, -1.93474], [1.60205, -2.49883, -0.42074], [0.20605, -2.72883, 0.30026], [0.76205, -0.94683, 0.08226], [0.57205, 0.21317, -2.06874], [0.33805, -0.88383, -3.42974], [1.71305, -0.91583, -2.55474], [0.66905, -3.40583, -2.57374], [-0.84695, -2.94983, -3.18874], [-0.66595, -3.61183, -1.85374], [-1.52695, -0.37683, -0.71274], [-1.92895, -1.79983, -0.81274], [-2.70395, -1.52283, -2.96374], [-1.75795, 0.02317, -3.00874], [-3.71895, 0.35517, -2.56174], [-2.83295, -0.49483, 5.13526], [-1.95095, -1.32183, 4.11026], [-2.54995, -2.02783, 3.02826], [-1.73795, -2.56083, 2.14326], [-3.96095, -2.07283, 2.82426], [-4.84295, -1.32283, 3.83126], [-4.34095, -0.41983, 4.89226], [-5.11295, 0.24817, 5.59826], [-6.15795, -1.41083, 3.71726], [-0.57995, -1.34983, 4.25626], [-2.35395, 0.10417, 5.88126], [-4.35695, -2.97883, 2.08126], [-6.40595, -1.86683, 2.91026], [-0.08395, -1.45783, 3.27826], [5.90805, 0.30017, -1.29374], [7.09105, 0.79517, -2.08074], [6.91005, 1.65717, -3.24474], [7.87705, 2.07317, -3.86674], [5.59805, 1.96117, -3.59274], [4.33705, 1.49117, -2.81674], [4.59805, 0.56817, -1.65174], [3.60205, 0.12817, -1.05774], [3.03905, 1.68517, -3.24474], [8.31005, 0.50717, -1.61474], [6.15005, -0.36283, -0.61774], [5.52905, 2.73217, -4.19374], [3.20105, 2.39217, -3.90774], [8.56605, 0.69017, -2.45774], [1.15205, 3.98117, -0.69174], [-0.12595, 3.55017, -1.40674], [-0.06195, 2.68517, -2.25174], [-1.43595, 4.12517, -0.88674], [1.84905, 3.44917, -0.94174], [1.28805, 4.16117, 0.38126], [1.32505, 4.94417, -1.14074], [-2.12195, 3.30817, -1.05374], [-1.91395, 4.85217, -1.65274], [-1.46295, 4.26217, 0.22526], [-3.93195, 1.35517, 1.54326], [-2.42095, 1.56517, 2.02526], [-1.58195, 0.62517, 1.75226], [-2.04895, 2.76417, 2.81226], [-3.77495, 0.65617, 0.72826], [-4.23395, 2.05017, 1.15826], [-4.48195, 1.07617, 2.53826], [-1.87195, 2.37917, 3.88326], [-2.81895, 3.34817, 3.02526], [-1.03795, 3.01917, 2.72626], [-4.98295, -1.63283, -4.88274], [-4.53195, -0.36183, -5.48074], [-3.89395, 0.48617, -4.77374], [-4.89495, -0.08483, -6.96474], [-4.13595, -2.22883, -5.07174], [-5.68495, -2.15783, -5.48674], [-5.25795, -1.54883, -3.68674], [-5.87395, -0.03583, -7.38974], [-4.27795, -0.53983, -7.61974], [-4.90995, 1.02617, -6.83274], [2.53505, 0.51517, 4.82526], [2.56405, 1.60417, 3.81526], [2.70805, 2.79817, 4.09026], [2.36405, 1.20617, 2.31826], [2.47205, 0.93417, 5.90626], [3.59205, 0.14317, 4.85926], [1.68205, -0.09683, 4.53326], [2.43105, 2.18917, 1.77526], [1.41305, 0.80017, 2.39326], [3.04105, 0.45117, 1.84926], [2.71405, -3.37983, 4.05126], [2.69905, -2.69683, 2.71226], [1.71305, -2.01483, 2.48326], [4.00405, -2.55283, 1.98926], [1.71805, -3.11683, 4.45826], [3.71105, -2.92383, 4.48426], [3.12105, -4.25683, 3.91826], [4.84905, -3.12183, 2.36426], [4.57405, -1.58083, 2.09626], [4.10005, -2.77183, 0.93426]],
  "forces_ev_per_a": [[-1.62, 5.34, 3.08], [-0.67, -0.47, -0.43], [-5.19, 4.21, 3.26], [-5.42, 5.98, -1.81], [0.72, 2.18, -5.04], [6.67, 5.91, 5.59], [0.94, -2.87, 4.89], [3.12, -0.74, -1.36], [-1.45, 0.07, 0.08], [0.16, -3.10, -0.56], [0.30, -1.47, -0.84], [-1.23, -0.02, -2.69], [5.89, -1.42, 0.26], [7.77, -3.21, -2.18], [0.43, 0.76, -1.04], [-3.48, -4.68, 4.74], [1.61, 2.43, 1.42], [-2.80, -5.20, 3.28], [-2.07, -7.24, -5.27], [-0.96, -0.71, -0.89], [-2.70, 4.58, -4.26], [1.68, -3.45, -5.30], [-0.54, 4.67, 6.12], [2.09, -2.37, -5.33], [-2.61, 1.60, 3.15], [-3.67, 0.16, 2.70], [1.88, -3.73, -5.31], [1.62, 0.71, 2.70], [1.44, -1.22, -1.77], [0.24, 0.69, 0.66], [-0.83, 0.20, -3.18], [0.09, 0.12, 0.29], [0.81, 2.95, 2.07], [0.03, -0.32, -0.19], [-1.95, -0.25, 3.16], [5.05, 4.25, -6.00], [-5.93, -2.75, 6.29], [0.99, 0.03, -0.19], [0.30, -0.32, 0.28], [-6.66, -3.64, 5.23], [4.18, 0.94, -3.63], [-3.20, 0.19, 0.01], [0.76, 0.09, -0.41], [3.29, 0.74, 0.62], [-3.02, -0.43, 1.65], [0.87, -3.16, 3.77], [-0.75, 3.48, -3.55], [-0.93, -0.44, 0.08], [4.98, 0.92, -4.11], [-6.82, 5.83, 2.05], [0.41, -0.49, 2.20], [-0.31, 0.37, -0.29], [-1.02, -0.34, -1.33], [7.58, -6.15, -3.03], [-1.16, -0.17, -0.03], [0.30, 0.83, -0.17], [-0.37, -0.61, 0.04], [1.12, -0.33, 1.86], [0.23, 0.88, -1.25], [8.03, -13.09, 9.04], [1.25, -3.75, -1.61], [-2.77, 3.65, 0.92], [2.07, -4.75, 2.21], [-0.68, -1.04, 0.53], [-6.27, 14.21, -6.79], [0.62, 0.15, -2.30], [-0.50, -0.30, -1.04], [-2.90, 3.57, 0.00], [1.26, 1.39, -1.07], [-0.72, 0.60, 3.01], [0.11, 2.49, 1.72], [-2.01, -2.67, -2.72], [-1.23, 4.10, 3.74], [1.54, -1.22, 0.53], [-1.22, 0.01, -0.13], [0.82, -0.35, -3.28], [-1.35, -1.68, 0.57], [2.45, -0.91, -2.18], [1.55, -0.34, -1.17], [0.88, 1.33, 2.09], [1.06, 2.37, -0.90], [-0.34, -1.87, -0.24], [2.27, 1.69, 0.69], [-0.49, -0.51, -1.91], [-1.10, -0.73, -0.53], [0.58, -0.86, 0.51], [-0.34, -1.21, 0.27], [-2.20, -0.77, -0.79], [-0.40, 0.56, 0.72], [0.63, 5.72, -0.34], [-0.11, 1.62, 1.66], [0.12, -0.15, -1.38], [2.53, 0.64, -0.64], [1.04, -0.91, 0.63], [-2.27, -0.04, 0.11], [0.89, -5.64, -0.23], [-0.44, -1.05, 0.69], [-1.67, -0.19, 0.00], [-0.90, 0.09, -0.45]],
  "lowdin_charge": [0.004, -0.291, 0.033, 0.041, -0.018, -0.188, 0.020, 0.067, 0.095, 0.183, 0.146, 0.084, 0.035, 0.050, 0.134, 0.057, 0.099, 0.068, 0.022, 0.143, -0.008, 0.140, -0.168, -0.384, -0.011, 0.064, -0.182, -0.349, 0.107, 0.124, -0.006, 0.091, 0.182, 0.128, 0.167, 0.101, -0.128, -0.403, 0.138, 0.101, -0.057, -0.375, 0.065, 0.090, 0.193, 0.063, 0.061, 0.139, 0.045, 0.015, -0.455, 0.052, -0.011, -0.043, 0.102, 0.100, 0.054, 0.128, 0.088, 0.068, -0.351, -0.025, 0.003, 0.082, -0.085, 0.137, 0.135, 0.038, 0.074, -0.029, -0.407, 0.009, 0.004, 0.068, 0.069, 0.163, 0.077, 0.043, 0.102, -0.025, -0.481, 0.037, -0.006, 0.122, 0.106, 0.057, 0.088, 0.026, 0.074, 0.020, -0.459, 0.014, -0.024, 0.110, 0.147, 0.019, 0.074, 0.110, 0.073]
}